DFT (ωB97M-V/def2-TZVPD) results for C5H10FeO3 as an isolated structure in a non-equilibrium geometry.

Summary:
**Relative energy (zero: lowest compared OMol25 entry of this formula, charge and spin)**: 2.299 eV
**HOMO (alpha / beta)**: -13.44 / -13.58 eV
**Gap between HOMO and LUMO (alpha / beta)**: 9.49 / 7.75 eV

```
! RIJCOSX wB97M-V def2-TZVPD def2/J DEFGRID3
* xyz 1 6
O 2.5644 1.4475 0.3755
C 2.7925 0.2291 -0.2984
C 1.4900 -0.5084 -0.5752
O 0.9867 -0.9102 0.7655
C -0.3445 -1.4109 0.7665
C -1.1711 -0.5128 -0.1508
O -1.3562 0.7457 0.5407
C -2.4117 1.5283 0.0066
Fe 0.6446 1.2318 0.5626
H 3.4795 -0.4052 0.3065
H 3.2834 0.3923 -1.2800
H 1.6670 -1.4251 -1.1603
H -0.7347 -1.5772 1.7788
H -0.3252 -2.4039 0.2847
H -2.1519 -0.9664 -0.3440
H -3.3755 1.0553 0.2430
H -2.3494 2.5223 0.4629
H -2.3197 1.6246 -1.0867
H -0.3684 -0.6567 -1.1980
*
```

These are the Löwdin partial charges, in e, on atoms 1 to 2:
1 O -0.28
2 C -0.32

DFT (ωB97M-V/def2-TZVPD) results for a 2-piece molecular cluster, C3H6NO2 overall in a non-equilibrium geometry.

Summary:
**Relative energy (zero: lowest compared OMol25 entry of this formula, charge and spin)**: 1.192 eV
**HOMO**: -4.31 eV
**Gap between HOMO and LUMO**: 8.37 eV

```
! RIJCOSX wB97M-V def2-TZVPD def2/J DEFGRID3
* xyz -1 1
C 1.6553 -0.1681 2.4051
C 0.8747 -1.1008 1.8265
N -0.2231 -1.0033 1.0261
H 1.6565 0.8530 2.0426
H 2.2466 -0.4323 3.2732
H 1.0144 -2.1452 2.1070
H -0.5672 -0.1601 0.5383
H -0.2153 -1.6577 0.2457
O -1.3683 0.4247 -2.6371
C -0.4550 0.7647 -1.8645
O -0.4907 1.2226 -0.7014
H 0.6086 0.8812 -2.2874
*
```

These are the Löwdin partial charges, in e, on atoms 1 to 2:
1 C -0.05
2 C -0.35

DFT (ωB97M-V/def2-TZVPD) results for a 2-piece molecular cluster, CH9N5OS overall in a non-equilibrium geometry.

Summary:
**Relative energy (zero: lowest compared OMol25 entry of this formula, charge and spin)**: 0.768 eV
**HOMO**: -17.29 eV
**Gap between HOMO and LUMO**: 7.63 eV

```
! RIJCOSX wB97M-V def2-TZVPD def2/J DEFGRID3
* xyz 2 1
C -0.5044 -0.6611 -0.2318
N 1.3639 1.9912 0.0039
N -1.5087 -1.2382 0.5929
N 0.8616 -0.9634 0.0129
N -2.7451 -0.6098 0.3854
N 1.7613 -0.3345 -0.6448
O -0.8754 0.2043 -0.9649
S 3.2793 -0.6383 -0.5417
H 0.5580 2.2635 0.5903
H 1.1687 2.2145 -1.0027
H -1.3714 -1.8936 1.3458
H 1.2082 -1.5151 0.8797
H -3.1597 0.0695 1.1221
H -2.6365 -0.1166 -0.5548
H -3.4261 -1.4423 0.2943
H 2.1734 2.5679 0.1923
H 3.8530 0.1019 -1.4789
*
```

These are the Löwdin partial charges, in e, on atoms 1 to 2:
1 C -0.41
2 N 0.04

DFT (ωB97M-V/def2-TZVPD) results for the molecule C4H5NO3S in a non-equilibrium geometry.

Summary:
**Relative energy (zero: lowest compared OMol25 entry of this formula, charge and spin)**: 1.845 eV
**Structure (SMILES)**: C=C1CC(=O)NS1(=O)=O
**HOMO**: -10.67 eV
**Gap between HOMO and LUMO**: 10.99 eV

```
! RIJCOSX wB97M-V def2-TZVPD def2/J DEFGRID3
* xyz 0 1
C 0.8098 -0.0902 0.5390
C -1.4840 1.0069 -0.2862
C 1.7270 -0.7366 1.2886
C -0.1833 1.2583 0.4163
N -1.4674 -0.2099 -0.8617
O -2.4661 1.7176 -0.2213
O 0.7356 -0.5156 -2.1729
O 0.0845 -2.3678 -0.7038
S 0.1327 -0.9578 -0.9593
H 2.0747 -1.7022 0.8368
H 2.4408 -0.5078 2.1051
H -0.4526 1.7717 1.4087
H 0.3453 1.9712 -0.0553
H -2.2971 -0.6378 -1.3340
*
```

These are the Löwdin partial charges, in e, on atoms 1 to 2:
1 C -0.21
2 C -0.58

DFT (ωB97M-V/def2-TZVPD) results for C3H4LuO4 as an isolated structure in a non-equilibrium geometry.

Summary:
**Relative energy (zero: lowest compared OMol25 entry of this formula, charge and spin)**: 0.776 eV
**HOMO**: -12.17 eV
**Gap between HOMO and LUMO**: 4.42 eV

```
! RIJCOSX wB97M-V def2-TZVPD def2/J DEFGRID3
* xyz 1 1
Lu 0.3440 -1.7211 3.3240
O 0.1357 0.2239 2.2860
O 1.2444 0.3268 0.0681
C 0.6131 0.7349 -1.1121
C -0.7984 0.1539 -1.0187
O -1.0674 0.1527 0.3740
C 0.0643 -0.3023 1.0629
H 0.5547 1.8400 -1.1605
H 1.1296 0.3460 -2.0083
H -0.8206 -0.8828 -1.3915
H -1.5544 0.7716 -1.5185
O 0.1549 -1.6436 1.0945
*
```

These are the Löwdin partial charges, in e, on atoms 1 to 2:
1 Lu 2.15
2 O -0.20

DFT (ωB97M-V/def2-TZVPD) results for a 6-piece molecular cluster, C20H44N5O6S5 overall in a non-equilibrium geometry.

Summary:
**HOMO**: -10.37 eV
**Gap between HOMO and LUMO**: 7.44 eV

```
! RIJCOSX wB97M-V def2-TZVPD def2/J DEFGRID3
* xyz 1 1
C -1.9406 1.5487 0.9495
C -1.8696 0.0233 0.5434
C -0.4499 -0.5997 0.7807
O -0.4606 -1.8350 1.5501
N -0.8437 -1.6415 2.8287
C -2.0416 -2.0697 3.2378
N -2.2589 -1.8239 4.5554
C -1.0720 -1.1969 4.9185
N -0.8815 -0.8105 6.1694
N -0.2014 -1.0499 3.8775
C 1.0888 -0.4282 3.8553
C 1.2587 0.9609 3.5520
C 2.5592 1.5086 3.5241
N 3.7510 0.9307 3.7840
C 3.5278 -0.3606 4.1034
C 2.3198 -1.0925 4.1455
H -2.9149 1.7637 1.4439
H -1.1238 1.8053 1.6628
H -1.8435 2.2136 0.0693
H -2.6997 -0.5328 1.0298
H -2.0506 0.0131 -0.5575
H -0.0400 -0.8747 -0.2176
H 0.2199 0.1867 1.1848
H -2.7280 -2.5820 2.5498
H -1.5709 -1.0905 6.8600
H -0.0459 -0.3085 6.4737
H 0.3827 1.5865 3.3102
H 2.6252 2.5835 3.2484
H 4.4452 -0.9274 4.3729
H 2.3265 -2.1659 4.4010
C -0.5317 4.3204 -3.0945
S -1.0082 2.6067 -3.3605
O -1.1045 1.9544 -2.0131
C 0.5438 2.0886 -4.1001
H -1.3554 4.8335 -2.5983
H 0.3569 4.3647 -2.4636
H -0.3351 4.7955 -4.0578
H 1.3650 2.2731 -3.4065
H 0.7044 2.6398 -5.0283
H 0.4869 1.0256 -4.3174
C 3.2048 -2.4100 -5.9040
S 1.8170 -1.9411 -4.8610
O 1.7588 -0.4476 -4.8404
C 2.5572 -2.4739 -3.3091
H 2.9716 -2.1292 -6.9299
H 4.1062 -1.8880 -5.5802
H 3.3524 -3.4890 -5.8484
H 3.4992 -1.9480 -3.1469
H 2.7256 -3.5511 -3.3400
H 1.8656 -2.2381 -2.5001
C -1.2790 3.3659 -7.4875
S 0.1252 4.4336 -7.8365
O 0.6324 4.9330 -6.5252
C -0.8245 5.7647 -8.5896
H -0.9116 2.4784 -6.9731
H -1.9914 3.8883 -6.8470
H -1.7597 3.0694 -8.4203
H -1.5680 6.1361 -7.8832
H -1.3129 5.3972 -9.4927
H -0.1388 6.5695 -8.8515
C -0.1472 -0.0434 11.1014
S -0.6435 -0.1963 9.3812
O 0.5038 0.2673 8.5397
C -1.8608 1.1306 9.4101
H 0.6450 -0.7651 11.2949
H 0.2242 0.9639 11.2913
H -0.9992 -0.2598 11.7462
H -1.3837 2.0648 9.7076
H -2.6592 0.8762 10.1077
H -2.2772 1.2391 8.4086
C 0.0052 -5.9112 -1.9365
S -0.4180 -6.0511 -3.6823
O 0.7425 -5.5442 -4.4628
C -1.6699 -4.7561 -3.6795
H 0.8089 -6.6143 -1.7221
H 0.3411 -4.8966 -1.7151
H -0.8655 -6.1611 -1.3290
H -1.2292 -3.8138 -3.3498
H -2.4882 -5.0421 -3.0173
H -2.0489 -4.6435 -4.6944
*
```

These are the Löwdin partial charges, in e, on atoms 1 to 2:
1 C -0.09
2 C -0.19

DFT (ωB97M-V/def2-TZVPD) results for the molecule C5H7N3 in a non-equilibrium geometry.

Summary:
**Relative energy (zero: lowest compared OMol25 entry of this formula, charge and spin)**: 3.956 eV
**Structure (SMILES)**: CN(C)C(C#N)C#N
**HOMO**: -10.34 eV
**Gap between HOMO and LUMO**: 10.90 eV

```
! RIJCOSX wB97M-V def2-TZVPD def2/J DEFGRID3
* xyz 0 1
C 1.2709 0.0484 -1.7005
C 2.1094 0.3709 0.5111
C -0.2558 0.2915 0.0672
C -1.5699 0.0224 -0.7650
C -0.6612 -0.2216 1.4831
H 2.1123 -0.6537 -2.1314
H 1.7295 0.9979 -1.8357
H 0.3977 -0.0938 -2.3386
H 1.7552 0.3467 1.5359
H 3.2444 0.2458 0.2962
H 2.0574 1.5647 0.2409
H 0.0346 1.2944 0.2337
N 0.9612 -0.3291 -0.3282
N -2.4913 -0.2391 -1.3789
N -0.8545 -0.3992 2.6248
*
```

These are the Löwdin partial charges, in e, on atoms 1 to 2:
1 C -0.13
2 C -0.05

no.,E_tot (Ha)
1,-1685.50221
2,-323.17444
3,-789.93753
4,-834.00759
5,-1652.85150
6,-3504.14499
7,-358.87299